## 1
{
  "formula": "H14O6S",
  "method": "ωB97M-V with the def2-TZVPD basis set",
  "lumo_energy_ha": 0.0105,
  "homo_lumo_gap_ev": 10.3,
  "total_charge": 0,
  "homo_ev": -10.018,
  "elements": ["S", "H", "H", "H", "H", "O", "H", "H", "O", "H", "H", "O", "H", "H", "O", "H", "H", "O", "H", "H", "O"],
  "coordinates": [[-3.0214, -2.3416, -3.7326], [-2.8731, -2.7621, -5.0273], [-4.3232, -2.1358, -3.9088], [1.1225, 3.4716, -0.3882], [1.5460, 2.7510, 0.8609], [0.7423, 3.0736, 0.4092], [-0.0884, 1.5125, 4.3695], [-0.6016, 0.6660, 3.2289], [0.2060, 0.8527, 3.7079], [-1.6035, 0.8038, 0.1503], [-0.1547, 1.2039, 0.6160], [-0.7582, 0.4800, 0.4284], [0.0411, -1.3913, -1.2293], [-0.2082, -0.5059, -0.0748], [0.3214, -1.2861, -0.3123], [2.7638, 0.9654, 1.7349], [1.6379, 1.4925, 2.4655], [2.5185, 1.7885, 2.1836], [3.2924, -1.1706, 0.9413], [1.8131, -0.8987, 0.3603], [2.6580, -0.5151, 0.6461]]
}

## 2
{
  "formula": "H14O6S",
  "method": "ωB97M-V with the def2-TZVPD basis set",
  "lumo_energy_ha": 0.0025,
  "homo_lumo_gap_ev": 10.5,
  "total_charge": 0,
  "smiles": "O.O.O.O.O.O.S",
  "homo_ev": -10.426,
  "elements": ["O", "H", "H", "O", "H", "H", "O", "H", "H", "O", "H", "H", "O", "H", "H", "O", "H", "H", "S", "H", "H"],
  "coordinates": [[-3.6294, -1.8489, 1.4436], [-2.7139, -1.5904, 1.6044], [-4.1079, -1.1313, 1.8714], [2.2852, 2.0461, -0.8206], [1.6176, 1.8249, -0.1605], [3.0775, 2.0252, -0.2716], [1.9348, -3.9719, 0.8202], [1.3787, -3.8109, 0.0405], [2.8308, -3.9918, 0.4713], [5.3950, 0.7836, -4.1536], [4.6020, 0.6148, -3.6336], [6.0461, 0.2027, -3.7416], [-0.1620, -2.5005, -0.6883], [-0.3773, -2.8783, -1.5552], [-0.1911, -1.5479, -0.8460], [-0.9070, 0.3568, -0.5927], [-0.9770, 1.2104, -0.1404], [-1.4238, 0.5183, -1.3930], [-2.5889, 2.7389, 2.2140], [-3.1950, 3.8680, 1.8307], [-3.5149, 2.4273, 3.1273]]
}

Of them, 2 has the lowest stability.

## 1
{
  "formula": "C3H8N2",
  "method": "ωB97M-V with the def2-TZVPD basis set",
  "lumo_energy_ha": 0.0326,
  "homo_lumo_gap_ev": 10.3,
  "total_charge": 0,
  "smiles": "[H]/N=C/N.C=C",
  "homo_ev": -9.409,
  "elements": ["H", "N", "C", "N", "H", "H", "H", "C", "C", "H", "H", "H", "H"],
  "coordinates": [[-1.2981, -1.8714, -2.5963], [-1.6532, -1.5146, -1.7133], [-1.6128, -0.2471, -1.7890], [-2.3682, 0.6277, -1.0422], [-0.9043, 0.3430, -2.3837], [-2.9024, 0.2288, -0.2771], [-1.9566, 1.5310, -0.8877], [1.7527, 0.3180, 1.2779], [2.4978, -0.0096, 2.3207], [1.6855, 1.2759, 0.7755], [1.0370, -0.3896, 0.8662], [2.9441, 0.7498, 2.9550], [2.7785, -1.0419, 2.4939]]
}

## 2
{
  "formula": "C3H8N2",
  "method": "ωB97M-V with the def2-TZVPD basis set",
  "lumo_energy_ha": 0.0319,
  "homo_lumo_gap_ev": 10.4,
  "total_charge": 0,
  "smiles": "[H]/N=C/N.C=C",
  "homo_ev": -9.574,
  "elements": ["H", "N", "C", "N", "H", "H", "H", "C", "C", "H", "H", "H", "H"],
  "coordinates": [[0.5367, -0.6635, -2.8814], [1.2331, 0.0836, -2.6200], [1.2892, 0.1858, -1.3466], [1.7852, 1.2744, -0.6331], [0.4408, -0.2839, -0.7823], [2.4155, 1.8694, -1.1791], [1.0163, 1.8117, -0.1296], [-1.6148, -0.7555, 2.2543], [-1.3672, -0.6514, 0.9229], [-1.8440, 0.1306, 2.8360], [-1.8176, -1.7053, 2.7252], [-1.1484, 0.2379, 0.4226], [-0.9248, -1.5337, 0.4112]]
}

Of them, 2 has the lowest stability.

## 1
{
  "formula": "C3H8N2",
  "method": "ωB97M-V with the def2-TZVPD basis set",
  "lumo_energy_ha": 0.0260,
  "homo_lumo_gap_ev": 9.3,
  "total_charge": 0,
  "smiles": "C=CN.C=N",
  "homo_ev": -8.601,
  "elements": ["C", "C", "N", "H", "H", "H", "H", "H", "C", "N", "H", "H", "H"],
  "coordinates": [[-1.9237, 2.8727, 2.0453], [-1.0911, 1.8453, 1.9058], [-0.7944, 1.0501, 0.8121], [-2.5619, 3.2637, 1.2649], [-2.0348, 3.2194, 3.0560], [-0.6079, 1.5283, 2.8274], [-0.9509, 1.5122, -0.0831], [0.1655, 0.7395, 0.6987], [2.1403, -3.1043, -2.1681], [2.2215, -3.3832, -3.3965], [2.9852, -3.0393, -1.4935], [1.1649, -2.8674, -1.7464], [1.2873, -3.6371, -3.7224]]
}

## 2
{
  "formula": "C3H8N2",
  "method": "ωB97M-V with the def2-TZVPD basis set",
  "lumo_energy_ha": 0.0422,
  "homo_lumo_gap_ev": 9.6,
  "total_charge": 0,
  "smiles": "C=NNCC",
  "homo_ev": -8.496,
  "elements": ["C", "N", "N", "C", "C", "H", "H", "H", "H", "H", "H", "H", "H"],
  "coordinates": [[2.4362, -0.1975, -0.0157], [1.1645, -0.3060, -0.2336], [0.3957, 0.7383, 0.1936], [-1.0084, 0.6819, -0.3333], [-1.6852, -0.6471, 0.1297], [2.9401, 0.7190, 0.3407], [3.1874, -0.9679, -0.3433], [0.2321, 0.8160, 1.1840], [-1.4703, 1.6062, -0.0424], [-0.9014, 0.6535, -1.5119], [-1.8204, -0.7020, 1.2573], [-2.5802, -0.9475, -0.4427], [-0.8901, -1.4470, -0.1825]]
}

## 3
{
  "formula": "C3H8N2",
  "method": "ωB97M-V with the def2-TZVPD basis set",
  "lumo_energy_ha": 0.0408,
  "homo_lumo_gap_ev": 10.3,
  "total_charge": 0,
  "homo_ev": -9.230,
  "elements": ["C", "C", "C", "N", "N", "H", "H", "H", "H", "H", "H", "H", "H"],
  "coordinates": [[-0.0784, -0.1296, -0.4704], [0.0930, -0.8052, 1.3959], [0.3191, 1.2869, -0.7222], [-1.2116, -0.7127, -1.2081], [0.1355, -1.2246, -1.2809], [1.0333, -0.6705, 1.8366], [-0.3273, -1.7918, 1.0355], [-0.7387, -0.1751, 1.8009], [1.0040, 1.6013, 0.0729], [-0.5385, 1.8651, -0.5817], [0.8639, 1.2217, -1.6711], [-1.7518, -1.3410, -0.6668], [0.5021, -0.8876, -2.1008]]
}

Of them, 3 has the lowest stability.